{"formula": "C45H121N5O37P8", "method": "ωB97M-V with the def2-TZVPD basis set", "energy_ev": -206160.39019, "e_lumo_ha": -0.008, "total_charge": 0, "elements": ["C", "C", "C", "C", "C", "C", "H", "H", "H", "H", "H", "H", "H", "H", "H", "H", "H", "H", "H", "H", "C", "C", "O", "N", "C", "H", "H", "H", "H", "H", "H", "H", "C", "C", "O", "N", "C", "H", "H", "H", "H", "H", "H", "H", "C", "C", "O", "N", "C", "H", "H", "H", "H", "H", "H", "H", "C", "C", "O", "N", "C", "H", "H", "H", "H", "H", "H", "H", "C", "C", "O", "N", "C", "H", "H", "H", "H", "H", "H", "H", "C", "O", "P", "O", "O", "C", "O", "C", "H", "H", "H", "H", "H", "H", "H", "H", "H", "C", "O", "P", "O", "O", "C", "O", "C", "H", "H", "H", "H", "H", "H", "H", "H", "H", "C", "O", "P", "O", "O", "C", "O", "C", "H", "H", "H", "H", "H", "H", "H", "H", "H", "C", "O", "P", "O", "O", "C", "O", "C", "H", "H", "H", "H", "H", "H", "H", "H", "H", "C", "O", "P", "O", "O", "C", "O", "C", "H", "H", "H", "H", "H", "H", "H", "H", "H", "C", "O", "P", "O", "O", "C", "O", "C", "H", "H", "H", "H", "H", "H", "H", "H", "H", "C", "O", "P", "O", "O", "C", "O", "C", "H", "H", "H", "H", "H", "H", "H", "H", "H", "C", "O", "P", "O", "O", "C", "O", "C", "H", "H", "H", "H", "H", "H", "H", "H", "H"], "xyz": [[-0.876, -3.164, 2.074], [-0.879, -2.002, 1.095], [0.377, -1.131, 1.048], [0.178, 0.084, 0.184], [1.384, 1.002, 0.426], [1.299, 2.332, -0.387], [-1.772, -3.783, 2.023], [-0.850, -2.714, 3.066], [0.010, -3.796, 2.014], [-0.947, -2.437, 0.097], [-1.746, -1.346, 1.171], [1.261, -1.701, 0.761], [0.573, -0.916, 2.098], [0.130, -0.245, -0.854], [-0.789, 0.575, 0.293], [1.502, 1.220, 1.488], [2.318, 0.481, 0.216], [2.033, 3.112, -0.186], [1.256, 2.190, -1.467], [0.343, 2.837, -0.245], [-0.884, -2.526, -5.021], [-1.383, -3.935, -4.667], [-0.821, -4.909, -5.115], [-2.319, -4.027, -3.758], [-2.903, -5.236, -3.165], [-0.052, -2.237, -4.379], [-1.723, -1.838, -4.913], [-0.534, -2.474, -6.052], [-2.715, -3.155, -3.438], [-3.282, -5.090, -2.153], [-2.193, -6.062, -3.189], [-3.739, -5.552, -3.789], [9.161, 0.136, 2.728], [8.001, 0.823, 3.425], [8.096, 2.005, 3.803], [6.937, 0.088, 3.570], [5.688, 0.553, 4.157], [9.118, -0.951, 2.659], [10.116, 0.376, 3.196], [9.082, 0.462, 1.691], [7.015, -0.897, 3.360], [4.821, -0.091, 4.008], [5.491, 1.522, 3.698], [5.794, 0.758, 5.222], [7.715, -6.272, 3.402], [6.703, -5.226, 3.170], [6.859, -4.276, 2.409], [5.545, -5.466, 3.831], [4.252, -4.798, 3.639], [7.384, -7.203, 2.942], [7.825, -6.393, 4.480], [8.649, -5.942, 2.947], [5.433, -6.384, 4.236], [3.763, -4.614, 4.596], [3.701, -5.470, 2.981], [4.421, -3.838, 3.151], [-5.008, 2.007, -2.326], [-5.236, 0.575, -2.890], [-4.415, -0.290, -2.753], [-6.371, 0.290, -3.552], [-6.658, -0.978, -4.219], [-4.245, 2.488, -2.938], [-4.692, 1.971, -1.283], [-5.961, 2.533, -2.365], [-7.149, 0.892, -3.318], [-5.804, -1.653, -4.269], [-7.057, -0.994, -5.234], [-7.445, -1.480, -3.657], [-0.014, 7.805, -4.937], [0.378, 6.537, -5.666], [1.397, 6.412, -6.403], [-0.468, 5.545, -5.477], [-0.308, 4.209, -6.053], [-0.098, 7.550, -3.881], [-1.008, 8.093, -5.278], [0.707, 8.610, -5.081], [-1.398, 5.734, -5.129], [-1.157, 3.643, -5.668], [0.540, 3.779, -5.520], [-0.267, 4.260, -7.141], [-4.321, 7.435, 0.539], [-4.079, 8.586, -0.177], [-4.611, 8.559, -1.696], [-4.141, 7.421, -2.527], [-6.205, 8.582, -1.495], [-7.069, 8.685, -2.553], [-4.267, 10.078, -2.265], [-4.928, 11.162, -1.608], [-3.405, 6.855, 0.427], [-5.171, 6.834, 0.215], [-4.408, 7.573, 1.617], [-6.618, 9.100, -3.454], [-7.949, 9.302, -2.372], [-7.409, 7.667, -2.743], [-5.924, 11.268, -2.038], [-4.267, 12.021, -1.724], [-5.219, 11.017, -0.568], [6.993, -7.782, -1.576], [6.016, -8.551, -0.848], [4.472, -8.442, -1.458], [4.414, -8.507, -2.943], [4.038, -6.926, -0.841], [2.737, -6.486, -1.226], [3.546, -9.475, -0.650], [3.421, -9.433, 0.739], [7.905, -8.344, -1.779], [7.401, -6.978, -0.965], [6.617, -7.301, -2.480], [2.701, -5.445, -1.548], [2.096, -6.568, -0.347], [2.306, -7.094, -2.021], [2.349, -9.543, 0.904], [3.697, -8.458, 1.140], [4.045, -10.204, 1.192], [5.608, -1.334, -2.079], [5.311, -0.395, -3.132], [5.430, -0.746, -4.758], [6.787, -1.016, -5.250], [4.690, 0.567, -5.394], [5.236, 1.861, -5.238], [4.379, -1.954, -5.088], [4.746, -3.312, -4.985], [6.090, -2.183, -2.563], [4.714, -1.674, -1.556], [6.250, -0.849, -1.344], [6.267, 1.864, -4.884], [4.533, 2.498, -4.702], [5.337, 2.376, -6.193], [3.903, -3.999, -5.049], [5.257, -3.576, -4.059], [5.413, -3.609, -5.795], [5.624, 7.886, -2.929], [6.939, 8.294, -2.547], [8.164, 7.313, -2.529], [8.169, 6.206, -3.487], [9.481, 8.189, -2.731], [10.147, 8.134, -3.983], [8.257, 6.876, -0.969], [7.678, 5.643, -0.624], [5.436, 6.824, -2.769], [5.362, 8.253, -3.921], [4.883, 8.354, -2.282], [11.098, 7.610, -3.886], [10.331, 9.179, -4.231], [9.663, 7.650, -4.831], [8.424, 4.878, -0.407], [6.951, 5.287, -1.354], [7.106, 5.811, 0.288], [2.373, 7.071, 3.314], [2.295, 8.339, 3.969], [0.817, 8.858, 4.290], [-0.086, 7.845, 4.977], [1.029, 10.316, 5.034], [1.873, 10.397, 6.149], [0.267, 9.315, 2.773], [0.898, 10.371, 2.063], [3.093, 7.194, 2.505], [1.488, 6.496, 3.039], [2.891, 6.382, 3.981], [1.315, 10.787, 7.000], [2.690, 11.072, 5.895], [2.287, 9.430, 6.435], [0.168, 11.158, 1.878], [1.217, 10.181, 1.038], [1.765, 10.840, 2.529], [-6.450, -11.004, -3.018], [-5.918, -11.433, -1.771], [-5.870, -10.357, -0.577], [-6.287, -8.956, -0.862], [-6.632, -11.135, 0.646], [-6.820, -10.473, 1.931], [-4.323, -10.500, -0.030], [-3.780, -9.574, 0.920], [-7.391, -11.529, -3.185], [-5.736, -11.380, -3.751], [-6.612, -9.936, -3.165], [-6.321, -10.991, 2.749], [-7.879, -10.640, 2.128], [-6.462, -9.444, 1.908], [-2.978, -8.964, 0.506], [-3.416, -10.106, 1.799], [-4.562, -8.867, 1.198], [-10.122, -7.044, 1.519], [-9.940, -5.624, 1.617], [-9.372, -4.891, 2.924], [-10.483, -4.610, 3.903], [-8.164, -5.833, 3.515], [-7.518, -5.428, 4.745], [-8.650, -3.600, 2.244], [-7.518, -3.657, 1.472], [-11.156, -7.198, 1.209], [-10.194, -7.520, 2.497], [-9.395, -7.555, 0.888], [-6.451, -5.293, 4.568], [-7.745, -6.240, 5.436], [-7.978, -4.513, 5.116], [-7.208, -4.674, 1.232], [-6.662, -3.376, 2.085], [-7.603, -3.110, 0.533], [-2.203, 2.201, 4.993], [-2.919, 1.006, 5.207], [-4.343, 0.903, 6.045], [-4.998, -0.422, 6.224], [-3.919, 1.520, 7.491], [-2.990, 0.936, 8.369], [-5.303, 2.037, 5.348], [-5.642, 1.944, 3.985], [-2.307, 2.514, 3.954], [-1.142, 2.011, 5.153], [-2.348, 2.994, 5.727], [-3.455, 0.571, 9.285], [-2.194, 1.637, 8.620], [-2.552, 0.097, 7.829], [-6.681, 2.076, 3.682], [-5.210, 1.055, 3.525], [-5.095, 2.811, 3.615]], "atomic_forces_ev_per_a": [[0.0, 0.8, 0.8], [0.4, -0.8, -1.6], [-1.0, -0.9, 1.3], [1.2, 0.1, -0.1], [-0.1, 1.4, -0.8], [-0.6, -0.1, 0.0], [0.0, 0.0, -0.2], [-0.1, -0.2, 0.4], [0.0, 0.0, -0.3], [-0.3, 0.0, -0.3], [-0.1, -0.1, 0.4], [0.0, -0.1, -0.4], [0.2, 0.8, 0.2], [0.3, 0.0, -0.3], [0.0, 0.2, 0.7], [-0.4, 0.2, 0.2], [0.0, -0.2, -0.4], [0.4, -0.4, 0.2], [0.5, -0.4, -0.1], [-0.3, -0.1, 0.6], [-0.9, -0.2, -0.1], [2.5, 0.3, -1.0], [0.4, -1.0, -0.7], [-2.4, 0.8, 2.5], [0.2, -0.2, -1.1], [-0.1, -0.1, 0.1], [0.2, 0.4, 0.1], [-0.1, -0.3, 0.1], [0.0, -0.1, 0.0], [0.3, 0.4, -0.1], [0.2, 0.2, 0.1], [-0.2, -0.1, 0.1], [-0.1, -0.2, -0.3], [2.6, 2.4, 0.5], [-0.4, -1.3, -0.5], [-2.7, -2.3, 0.4], [0.4, 1.1, 0.0], [-0.4, -0.1, 0.3], [-0.2, 0.4, -0.3], [0.5, 0.3, 0.0], [0.0, 0.2, -0.1], [0.5, -0.3, -0.3], [-0.3, 0.0, 0.0], [0.1, -0.2, 0.1], [0.9, -0.1, 0.1], [-1.0, 0.9, -1.1], [0.0, -0.2, 0.6], [-0.9, -0.1, 0.8], [1.1, -0.1, -0.5], [0.1, -0.1, 0.1], [0.2, -0.3, -0.1], [0.0, -0.2, 0.1], [0.4, 0.1, 0.1], [-0.1, -0.2, -0.1], [-0.6, 0.4, 0.1], [0.0, -0.2, -0.1], [-1.1, -1.1, -0.4], [0.4, 0.4, 0.6], [1.9, -0.9, 0.3], [-1.3, 0.9, -0.9], [-0.4, -0.9, 0.7], [-0.2, 0.1, 0.1], [0.1, -0.2, -0.2], [0.2, 0.4, -0.1], [0.0, -0.1, -0.5], [0.2, 0.4, 0.5], [0.2, 1.1, -0.2], [0.1, -0.3, 0.2], [0.1, -0.2, 0.0], [2.9, 0.9, -2.1], [-2.0, 0.3, 1.9], [-1.7, -1.5, 0.0], [-0.1, 0.6, 1.2], [0.0, 0.2, 0.1], [0.0, 0.3, 0.0], [-0.1, -0.2, -0.1], [0.3, 0.3, 0.2], [-0.2, -0.1, -0.5], [0.4, -0.2, -0.9], [0.3, -0.4, 0.2], [1.0, -2.5, 1.3], [-1.0, 2.1, -2.0], [0.4, 0.6, -0.8], [-0.3, 1.6, 0.8], [1.8, 0.7, 2.1], [-1.3, -0.7, -1.9], [-0.2, -2.6, 1.2], [-0.7, 0.2, 0.0], [-0.2, -0.6, 0.0], [-0.1, 0.2, -0.2], [-0.2, 0.7, -0.1], [0.3, -0.1, -0.1], [0.2, 0.1, 0.7], [-0.2, 0.1, -0.5], [0.2, 0.6, -0.6], [-0.4, 0.0, 0.0], [0.9, -0.4, 0.3], [0.9, 0.8, 0.2], [-2.2, 0.1, -0.8], [1.2, 2.0, -0.2], [-0.3, -0.3, 2.0], [0.9, -2.1, -0.9], [-0.8, -0.2, 0.2], [1.5, 0.7, -2.2], [-0.4, 0.5, 1.0], [-0.5, -0.7, -0.3], [-0.6, 0.2, 0.5], [-0.2, -0.5, 0.0], [0.6, 0.0, 0.0], [-0.2, 0.0, 0.0], [0.1, 0.0, -0.1], [0.2, -0.4, 0.5], [0.2, 0.0, 0.0], [-0.3, -0.1, 0.1], [0.2, -0.1, -0.9], [-0.4, -0.1, -1.7], [-0.8, 0.6, 0.7], [-0.4, 0.1, 0.5], [0.3, -2.5, 0.7], [0.5, 1.1, -0.6], [0.1, 2.0, 0.6], [0.9, -1.2, -0.2], [0.3, -0.1, 0.6], [-0.2, 0.1, -0.3], [0.1, 0.0, -0.3], [-0.2, -0.1, 0.7], [0.3, -0.3, 0.6], [-0.3, -0.5, -0.5], [-0.5, 0.7, 0.0], [0.0, 0.3, 0.2], [0.1, 0.3, -0.1], [-0.9, 0.1, 0.4], [-0.2, 0.5, -0.2], [1.5, -1.0, 0.5], [-0.9, -0.3, 0.0], [-1.4, -0.2, 0.8], [1.0, 0.7, -0.7], [0.6, 1.0, -1.5], [-1.0, -0.6, 0.9], [0.4, -0.1, -0.6], [0.4, -0.5, -0.2], [0.4, 0.4, 0.4], [0.0, 0.1, 0.3], [0.2, -0.1, -0.2], [-0.7, 0.0, 0.5], [0.1, 0.1, -0.3], [0.3, -0.1, -0.2], [0.1, 0.0, 0.2], [1.9, -1.2, 0.2], [-1.1, 0.4, 0.4], [-2.3, 0.1, -0.3], [2.1, 2.5, -1.7], [-0.8, -2.3, -2.1], [0.7, 0.1, 0.9], [0.7, -0.7, 2.1], [0.0, 1.5, -0.6], [-0.5, 0.1, -0.4], [-0.5, 1.0, -0.1], [0.0, 0.1, 0.4], [0.0, 0.1, -0.1], [0.0, 0.0, 0.2], [0.0, 0.0, 0.0], [-0.2, 0.1, 0.5], [0.0, -1.3, 0.1], [-0.1, -0.3, 0.5], [-0.1, -0.8, -1.3], [0.0, 1.6, 2.0], [1.1, -0.2, 1.8], [0.2, -1.6, 0.3], [0.4, 0.8, -1.0], [-0.3, -0.7, -0.5], [-0.7, 0.1, -1.1], [-0.7, 0.5, -0.1], [-0.1, 0.1, 0.1], [-0.1, 0.2, -0.2], [0.2, 0.0, 0.5], [0.5, -0.3, -0.4], [0.0, 0.8, 0.1], [-0.6, 0.0, 0.0], [0.1, -0.3, -0.3], [-0.1, -0.1, -0.1], [0.1, 0.1, 0.3], [-1.3, -0.2, 0.9], [1.4, -0.3, 0.3], [-1.3, 0.2, 0.8], [2.6, 0.0, -1.6], [-1.0, 1.0, -1.3], [-0.8, -0.2, -0.1], [-2.6, -0.7, 1.8], [2.2, -1.2, -0.4], [0.2, 0.1, -0.8], [0.7, 0.1, 0.3], [0.0, 0.4, 0.0], [-0.1, -0.1, 0.0], [0.4, 0.2, 0.2], [0.2, 0.0, 0.1], [-0.5, -0.4, -0.4], [0.1, 0.9, -0.2], [-0.1, 0.2, 0.3], [1.1, 0.5, 0.1], [-2.1, -1.3, 0.9], [0.0, 0.2, 0.8], [1.4, 1.4, -1.1], [-1.6, 1.3, -1.8], [0.7, -1.0, -0.5], [0.7, -1.3, 2.7], [1.5, 0.7, -1.2], [-0.3, 0.3, 0.2], [0.1, -0.5, -0.2], [-0.9, 0.1, -0.2], [-0.2, 0.1, -0.2], [-0.2, 0.2, -0.1], [0.3, -0.2, 0.4], [-0.2, -0.3, 0.9], [-0.3, -0.1, -0.1], [-0.2, 0.0, -0.9]]}